No. 1
Below is a gas-phase ion, C5H7N2O (charge +1) in a non-equilibrium geometry, with properties calculated with wB97M-V/def2-TZVPD.

The geometry in XYZ format:
```
15
Properties=species:S:1:pos:R:3:forces:R:3
C -0.01912 2.33381 0.42292 -1.313 1.522 -0.448
C -0.39004 -0.89686 -1.43492 -2.759 0.181 -0.690
C -1.74437 -0.63745 -1.63728 1.482 -0.661 0.571
C -0.47310 0.08072 0.86545 0.088 -1.974 0.268
C 1.37321 -1.23442 0.09411 0.669 0.847 -1.393
N 0.21044 -0.79753 -0.16574 0.104 0.303 -1.225
N 0.25351 1.29323 1.13260 1.678 -0.346 0.405
O -2.85231 -0.53457 -1.89307 0.748 0.255 0.108
H 0.43911 3.26689 0.80889 0.565 -0.692 -0.229
H -0.01111 -1.36238 -2.35162 0.684 0.113 0.800
H -1.44504 0.18680 0.30918 0.640 0.852 2.009
H -0.40098 -0.54835 1.80251 -0.999 0.668 -1.011
H 1.87078 -0.88162 0.92864 0.357 0.168 2.262
H 2.07582 -1.50097 -0.65571 -0.087 -1.134 -0.930
H 1.11320 1.23270 1.77405 -1.857 -0.101 -0.497
```
Positions in Å, forces in eV/Å.

The maximum force comes out at 2.85 eV/Å. The calculation puts the LUMO energy (alpha / beta) at -5.31 / -5.31 eV. The value obtained for the gap between HOMO and LUMO (alpha / beta) is 7.15 / 7.15 eV. As for the total charge: +1.

Here are the Löwdin charges for atoms 1 to 8, given in e: atom 1 (C): 0.058, atom 2 (C): -0.015, atom 3 (C): -0.070, atom 4 (C): -0.098, atom 5 (C): 0.158, atom 6 (N): -0.107, atom 7 (N): -0.118, atom 8 (O): 0.306

---

No. 2
Below is a molecular structure, C39H64BFeGeN2O5S4 in a non-equilibrium geometry, with properties calculated with wB97M-V/def2-TZVPD.

The geometry in XYZ format:
```
117
Properties=species:S:1:pos:R:3:forces:R:3
Fe 0.34940 -0.46811 2.45921 0.060 -0.424 0.485
C -1.73091 2.75612 0.79488 -0.010 -0.306 0.299
C -2.04670 1.76373 1.92444 -0.702 0.176 -0.267
C -2.96164 0.64537 1.42062 0.256 0.156 0.084
C -2.75823 2.50376 3.06639 0.377 -0.121 -0.151
O -0.84424 1.19704 2.38178 0.831 0.097 0.657
Ge 0.18190 1.72066 3.95030 0.014 0.569 0.197
O -0.17318 -0.00475 4.58961 0.263 0.631 -0.434
C -0.66579 -0.52909 5.79527 -0.301 -0.330 0.636
C -0.31022 0.38347 6.97607 -0.045 -0.061 -0.418
C -0.05109 -1.91407 6.02386 -0.019 0.394 -0.173
C -2.19448 -0.66521 5.70445 0.380 0.164 -0.084
O 1.64749 1.09197 2.83391 -1.449 0.077 0.084
C 2.99902 1.23892 3.19926 0.921 0.110 0.190
C 3.33946 2.73946 3.20046 -0.284 -0.286 -0.002
C 3.26403 0.65738 4.58834 -0.240 -0.045 -0.284
C 3.86250 0.51838 2.15759 -0.295 0.103 0.222
H -2.62967 3.26939 0.45781 -0.107 0.063 -0.051
H -1.01410 3.48586 1.16335 0.090 0.169 0.000
H -1.27518 2.22850 -0.03773 -0.005 0.068 -0.160
H -3.86695 1.05318 0.97679 -0.162 0.103 -0.033
H -2.44279 0.04324 0.68088 0.032 -0.076 -0.117
H -3.22730 -0.00297 2.25170 -0.122 -0.102 0.083
H -3.75395 2.82324 2.77017 -0.116 0.050 -0.086
H -2.83819 1.84095 3.92330 -0.110 -0.097 0.153
H -2.17604 3.37374 3.36387 -0.018 0.146 0.067
H 0.77111 0.44541 7.07541 0.138 0.058 0.039
H -0.71263 1.38278 6.80250 0.006 0.080 0.099
H -0.72729 -0.01679 7.89821 -0.034 -0.002 0.101
H 1.02954 -1.87090 5.93100 0.122 -0.005 0.004
H -0.31332 -2.28317 7.01331 -0.113 -0.081 0.131
H -0.41671 -2.60484 5.26935 -0.024 -0.158 -0.098
H -2.64939 0.32063 5.61109 -0.106 0.087 0.021
H -2.44557 -1.25009 4.82169 -0.089 -0.090 -0.019
H -2.58664 -1.15628 6.59483 -0.077 -0.044 0.025
H 2.70953 3.25825 3.92703 0.073 0.048 0.018
H 4.38582 2.89217 3.46166 0.067 0.033 0.020
H 3.14434 3.16465 2.21746 0.011 0.058 -0.106
H 2.65969 1.18866 5.32507 0.031 0.078 0.164
H 2.98103 -0.39016 4.60711 0.012 -0.089 0.123
H 4.31593 0.74917 4.84989 0.120 0.062 0.076
H 3.65357 0.91504 1.16550 -0.011 0.040 -0.123
H 4.92202 0.64202 2.37887 0.078 0.039 0.063
H 3.61382 -0.53868 2.15633 0.064 -0.087 -0.001
S -1.22892 -2.06137 2.35841 0.190 -0.240 -0.211
S -0.15512 -3.33625 1.34132 -0.103 -0.209 -0.217
S 1.56648 -1.23807 0.35340 0.123 -0.426 -0.085
S 0.19901 0.12802 -0.20104 -0.401 0.175 -1.263
O 2.85280 -2.74133 4.76092 0.396 -0.133 0.688
C 2.35297 -2.62156 3.65500 0.193 -0.704 -0.972
O 1.54268 -1.73950 3.27627 0.072 0.112 0.408
H 2.64225 -3.36464 2.85214 -0.098 0.224 0.276
C -3.26946 -2.19377 -3.04910 0.132 0.144 0.121
C -2.52439 -2.24249 -1.70879 -0.220 0.002 -0.073
C -3.49868 -2.56595 -0.57745 0.211 0.069 -0.078
C -1.36922 -3.21171 -1.80964 0.058 0.116 -0.016
C -1.54431 -4.55695 -1.52380 0.001 -0.003 -0.054
C -0.50080 -5.45134 -1.66394 0.046 -0.117 -0.005
C 0.73999 -5.01157 -2.08511 -0.033 0.014 0.017
C 0.95334 -3.67523 -2.39940 -0.034 0.229 -0.041
C 2.30695 -3.21183 -2.89219 0.205 -0.073 -0.052
C 2.68864 -3.91421 -4.20087 -0.108 0.220 0.116
C 3.37926 -3.42747 -1.82549 -0.093 0.123 -0.076
C -0.11431 -2.78565 -2.26108 -0.126 -0.405 0.197
N 0.03547 -1.44098 -2.68886 0.031 -0.186 -0.079
B 0.07537 -0.19292 -2.01562 0.101 0.306 0.867
N 0.06377 0.80172 -3.04276 0.073 -0.002 -0.043
C 0.04442 0.13333 -4.26257 0.092 -0.238 -0.346
C 0.03339 -1.19048 -4.04916 0.017 0.189 -0.390
C -0.11881 2.20514 -3.09382 -0.162 0.643 0.016
C -1.29884 2.68639 -3.68166 0.111 -0.238 0.107
C -1.39963 4.03851 -3.97517 0.038 0.049 0.014
C -0.37107 4.90694 -3.66446 -0.075 0.025 -0.023
C 0.73843 4.43870 -2.98552 -0.034 0.051 -0.008
C 0.87937 3.09357 -2.67345 0.000 -0.205 0.072
C 2.09614 2.59661 -1.92823 0.218 -0.003 -0.095
C 3.19238 2.19507 -2.91797 -0.151 -0.062 0.156
C 2.61261 3.61030 -0.90953 -0.102 -0.174 -0.037
C -2.48377 1.77737 -3.93233 -0.213 0.057 -0.051
C -2.91124 1.76810 -5.40361 0.144 -0.103 0.248
C -3.64499 2.19821 -3.02237 0.138 -0.216 -0.099
H -4.05704 -1.44192 -3.01071 -0.119 0.074 -0.042
H -3.72517 -3.15943 -3.26806 -0.023 -0.090 -0.006
H -2.59018 -1.94210 -3.86177 0.017 0.038 -0.110
H -2.11749 -1.24550 -1.51289 -0.046 -0.116 0.013
H -4.08562 -3.45777 -0.79215 -0.083 -0.084 -0.037
H -4.18609 -1.73110 -0.44779 -0.103 0.027 0.038
H -2.96123 -2.71835 0.35473 -0.048 -0.001 0.099
H -2.50507 -4.91296 -1.18569 -0.096 -0.014 0.075
H -0.65466 -6.49799 -1.43805 0.007 -0.043 0.042
H 1.55215 -5.71867 -2.17431 0.101 -0.056 -0.020
H 2.26272 -2.13881 -3.09736 -0.069 -0.093 0.078
H 2.81665 -4.98472 -4.05543 -0.003 -0.136 0.028
H 3.62445 -3.51003 -4.58418 0.092 0.013 -0.042
H 1.91574 -3.76275 -4.95324 -0.034 -0.035 -0.116
H 3.48261 -4.47972 -1.57786 0.058 -0.219 0.018
H 3.11148 -2.88724 -0.92320 0.063 -0.013 0.087
H 4.33968 -3.05510 -2.17824 0.132 -0.004 -0.028
H 0.04337 0.67785 -5.18729 0.021 0.041 -0.148
H 0.02567 -1.99646 -4.75593 0.004 -0.130 -0.178
H -2.29556 4.41690 -4.44660 -0.093 0.027 -0.050
H -0.44287 5.95076 -3.93573 -0.018 0.091 0.039
H 1.51292 5.13639 -2.70544 0.087 0.028 0.064
H 1.80608 1.70511 -1.36999 0.029 0.096 -0.060
H 3.55332 3.06478 -3.46683 0.056 0.072 -0.061
H 2.80330 1.47167 -3.63002 0.007 -0.111 -0.151
H 4.02484 1.73500 -2.38879 0.135 -0.005 0.021
H 3.08987 4.46925 -1.38262 0.005 0.056 -0.032
H 3.34942 3.13577 -0.26490 0.086 -0.033 0.061
H 1.79172 3.95946 -0.28511 0.002 0.086 0.112
H -2.21566 0.75513 -3.65402 -0.007 0.113 -0.047
H -3.25342 2.75061 -5.72408 -0.055 0.092 -0.032
H -3.72078 1.05461 -5.54827 -0.096 -0.032 -0.062
H -2.07807 1.47500 -6.04048 0.015 -0.019 -0.091
H -3.96885 3.21649 -3.23402 -0.027 0.074 0.004
H -3.33740 2.13769 -1.97936 -0.032 0.061 0.102
H -4.49101 1.52743 -3.16967 -0.112 -0.024 0.011
```
Positions in Å, forces in eV/Å.

As for the spin multiplicity: 5. The maximum force comes out at 1.45 eV/Å. The calculation puts the LUMO energy (alpha / beta) at 2.29 / 1.51 eV. The value obtained for the gap between HOMO and LUMO (alpha / beta) is 6.66 / 6.13 eV. As for the total charge: -1.

Here are the Löwdin charges for atoms 1 to 8, given in e: atom 1 (Fe): 0.114, atom 2 (C): -0.033, atom 3 (C): -0.691, atom 4 (C): -0.061, atom 5 (C): -0.062, atom 6 (O): -0.430, atom 7 (Ge): 1.021, atom 8 (O): -0.381

---

No. 3
Below is 3 unconnected molecules or ions with the total composition C3H12N2O3 in a non-equilibrium geometry, with properties calculated with wB97M-V/def2-TZVPD.

The geometry in XYZ format:
```
20
Properties=species:S:1:pos:R:3:forces:R:3
O -0.62863 -0.14508 1.36711 -0.380 0.416 0.433
C -0.34379 -1.33905 1.24172 -0.756 1.287 -0.959
N 0.34569 -1.68365 0.12277 -0.077 0.059 -0.326
C 0.38115 -0.54373 -0.98232 -0.306 -1.802 3.113
N 1.08174 0.60274 -0.53287 0.865 1.908 1.573
C -0.94468 -2.21847 2.30742 -0.027 0.942 0.775
H 0.81541 -2.58075 -0.07713 -0.632 0.555 0.391
H 0.87953 -1.14873 -1.78517 -0.695 1.266 0.044
H -0.70435 -0.28649 -0.96283 0.859 -0.216 -1.148
H 2.10844 0.42405 -0.38941 -1.582 0.285 0.023
H 0.61930 1.16749 0.32049 1.320 -2.397 -2.726
H -0.06262 -2.39872 2.96346 -0.970 -0.433 0.169
H -1.79177 -1.58288 2.82347 1.997 -1.266 -0.908
H -1.39260 -3.10404 1.89220 0.128 -0.663 0.057
H 2.22275 0.78606 -2.75266 -1.136 1.590 0.255
H 1.22652 2.00626 -2.36089 -0.657 -0.549 1.448
O 1.85210 1.68218 -2.98077 1.986 -0.936 -2.164
H -1.94102 2.85207 0.94733 0.016 -0.114 -0.310
H -2.16424 3.24431 -0.54426 0.317 -0.494 0.597
O -1.76890 2.56231 0.03806 -0.270 0.564 -0.340
```
Positions in Å, forces in eV/Å.

As for the spin multiplicity: 2. The maximum force comes out at 3.86 eV/Å. The calculation puts the LUMO energy (alpha / beta) at 3.43 / 3.76 eV. The value obtained for the gap between HOMO and LUMO (alpha / beta) is 2.31 / 8.91 eV. As for the total charge: -1.

Here are the Löwdin charges for atoms 1 to 8, given in e: atom 1 (O): -0.059, atom 2 (C): -0.688, atom 3 (N): 0.023, atom 4 (C): -0.397, atom 5 (N): -0.074, atom 6 (C): -0.105, atom 7 (H): 0.020, atom 8 (H): 0.056